No. 1
Here is 3 unconnected molecules or ions with the total composition C3H10NO4 from OMol25. Energies are from the ωB97M-V functional and the def2-TZVPD basis.

CARTESIAN COORDINATES (ANGSTROEM)
C1 -0.87860 0.40748 -0.62708
N1 -0.09003 0.44462 0.59681
C2 -0.80369 0.08553 1.84567
O1 -1.58482 -0.88512 1.76003
O2 -0.50214 0.79641 2.81242
C3 -0.24858 1.28826 -1.72415
H1 -1.92725 0.70151 -0.47659
H2 -0.92206 -0.62382 -0.97147
H3 0.22051 1.38934 0.80285
H4 0.07949 0.72506 -2.59397
H5 -0.87877 2.07744 -2.07848
H6 0.62683 1.77703 -1.28993
H7 2.89583 0.38840 0.17187
H8 1.64033 -0.38927 0.37927
O3 2.60592 -0.53441 0.22669
H9 0.69313 -2.71500 0.30589
H10 -0.67731 -2.13767 0.72230
O4 -0.24878 -2.79580 0.13788

Values from the calculation:
Kohn-Sham gap ... 8.56 eV
Energy relative to the best compared isomer or geometry (same formula, charge and spin) ... 10.2 kcal per mole
LUMO level ... 3.63 eV
Max |F| ... 0.94 eV Å⁻¹
Net charge ... -1
Molecular weight ... 124.12 g/mol

Atomic partial charges in e from the natural (NBO) method, atoms 1 to 8: -0.2252 -0.7394 0.8750 -0.8001 -0.7697 -0.6171 0.1702 0.2130

=====

No. 2
Here is C3H10NOP in the gas phase in a non-equilibrium geometry from OMol25. Energies are from the ωB97M-V functional and the def2-TZVPD basis.

CARTESIAN COORDINATES (ANGSTROEM)
C1 -0.90762 -1.43569 1.37369
O1 -0.59900 -1.16524 0.05777
P1 0.14832 -0.03195 -0.77452
C2 -0.70468 1.58100 -0.19211
C3 1.84440 0.28250 -0.10376
N1 0.29863 -0.39356 -2.26669
H1 -0.20499 -2.21216 1.81203
H2 -1.98486 -1.79069 1.40511
H3 -0.87292 -0.55009 1.97371
H4 -1.26354 1.02589 0.72166
H5 -1.49379 1.85265 -0.91814
H6 -0.05552 2.39105 0.05556
H7 1.84663 0.38316 0.89398
H8 2.07880 1.28203 -0.69311
H9 2.38846 -0.63762 -0.50024
H10 -0.51832 -0.58129 -2.84495

Values from the calculation:
Kohn-Sham gap ... 9.49 eV
Energy relative to the best compared isomer or geometry (same formula, charge and spin) ... 40.6 kcal per mole
LUMO level ... 0.75 eV
Max |F| ... 6.08 eV Å⁻¹
SMILES string ... COP(C)(C)=N
Net charge ... 0
Molecular weight ... 107.09 g/mol

Atomic partial charges in e from the natural (NBO) method, atoms 1 to 8: -0.2371 -0.8327 2.0144 -0.9888 -0.9755 -1.3364 0.1890 0.1927

=====

No. 3
Here is C3H10NOP in the gas phase in a non-equilibrium geometry from OMol25. Energies are from the ωB97M-V functional and the def2-TZVPD basis.

CARTESIAN COORDINATES (ANGSTROEM)
C1 -0.66376 -0.10914 1.35902
P1 0.65676 0.03631 0.06729
C2 -0.12285 1.38721 -1.06444
C3 0.48446 -1.27657 -1.37698
N1 2.06930 -0.84769 0.80662
O1 2.15138 0.58895 0.33296
H1 -0.93372 0.81181 1.73262
H2 -0.35052 -0.86413 2.06448
H3 -1.53211 -0.60958 0.88020
H4 0.45287 1.20084 -2.03673
H5 -0.23852 2.39638 -0.74737
H6 -1.17706 1.07687 -1.24294
H7 0.72421 -2.24751 -1.13460
H8 0.94764 -1.00738 -2.30975
H9 -0.59580 -1.23709 -1.46874
H10 2.05440 -0.87815 1.82164

Values from the calculation:
Kohn-Sham gap ... 9.36 eV
Energy relative to the best compared isomer or geometry (same formula, charge and spin) ... 88.4 kcal per mole
LUMO level ... 0.79 eV
Max |F| ... 3.57 eV Å⁻¹
SMILES string ... CP1(C)(C)NO1
Net charge ... 0
Molecular weight ... 107.09 g/mol

Atomic partial charges in e from the natural (NBO) method, atoms 1 to 8: -0.9557 1.7596 -0.9856 -0.8848 -0.6585 -0.6718 0.2409 0.2421

=====

No. 4
Here is C3H10NOP in the gas phase in a non-equilibrium geometry from OMol25. Energies are from the ωB97M-V functional and the def2-TZVPD basis.

CARTESIAN COORDINATES (ANGSTROEM)
C1 1.49662 1.55156 -0.77054
C2 1.84730 0.67782 0.37571
N1 0.72800 0.01230 0.89521
O1 0.05622 -0.57150 -0.35387
P1 -1.63449 -0.50485 0.04655
C3 -2.10773 -1.44080 -1.55340
H1 2.29114 2.28249 -1.15361
H2 1.35491 0.95758 -1.71444
H3 0.63101 2.08866 -0.51119
H4 2.61030 -0.05175 0.21568
H5 2.20701 1.32101 1.16597
H6 0.92468 -0.85009 1.29445
H7 -1.74862 0.84146 -0.33932
H8 -1.31085 -1.39203 -2.27680
H9 -3.00907 -1.16500 -2.10440
H10 -2.27364 -2.47852 -1.32308

Values from the calculation:
Kohn-Sham gap ... 9.95 eV
Energy relative to the best compared isomer or geometry (same formula, charge and spin) ... 80.2 kcal per mole
LUMO level ... 1.08 eV
Max |F| ... 4.24 eV Å⁻¹
SMILES string ... CCNOPC
Net charge ... 0
Molecular weight ... 107.09 g/mol

Atomic partial charges in e from the natural (NBO) method, atoms 1 to 8: -0.6109 -0.2538 -0.3229 -0.7072 0.8557 -0.9440 0.2139 0.2216